Entry 1:
# C17H26N4O4

The molecule C17H26N4O4 at a distorted geometry (ωB97M-V with the def2-TZVPD basis set, OMol25).

Highest occupied orbital energy: -8.998 eV
Energy: -1183.47021 hartree
ΔE to the lowest compared entry with this formula, charge and spin: 1.3403 eV
SMILES string: CC1CCN(C(=O)c2[nH]cnc2C(=O)NCC(=O)OC(C)(C)C)CC1
HOMO-LUMO gap: 9.754 eV

```
! wB97M-V def2-TZVPD RIJCOSX def2/J DEFGRID3
* xyz 0 1
C -1.857 -4.745 1.182
C -1.639 -3.523 0.295
C -1.242 -2.301 1.123
C -1.041 -1.074 0.230
N -2.235 -0.820 -0.538
C -2.961 0.308 -0.541
O -4.068 0.396 -1.059
C -2.408 1.508 0.134
N -3.241 2.295 0.877
C -2.534 3.375 1.275
N -1.312 3.342 0.829
C -1.206 2.194 0.093
C 0.040 1.856 -0.611
O 0.146 0.955 -1.424
N 1.067 2.683 -0.286
C 2.404 2.286 -0.631
C 2.763 0.985 0.100
O 2.154 0.589 1.060
O 3.797 0.404 -0.480
C 4.293 -0.886 -0.024
C 3.186 -1.933 -0.131
C 5.434 -1.206 -0.989
C 4.812 -0.771 1.408
C -2.664 -1.938 -1.352
C -2.901 -3.179 -0.496
H -0.950 -4.983 1.734
H -2.131 -5.609 0.581
H -2.655 -4.559 1.897
H -0.831 -3.742 -0.413
H -2.027 -2.091 1.853
H -0.316 -2.494 1.668
H -0.800 -0.208 0.845
H -0.207 -1.240 -0.459
H -4.217 2.091 1.030
H -2.938 4.154 1.890
H 0.909 3.304 0.493
H 2.462 2.094 -1.706
H 3.115 3.068 -0.363
H 3.591 -2.918 0.085
H 2.389 -1.715 0.575
H 2.771 -1.932 -1.137
H 6.193 -0.430 -0.939
H 5.884 -2.159 -0.731
H 5.057 -1.254 -2.007
H 4.000 -0.526 2.087
H 5.570 0.007 1.470
H 5.253 -1.716 1.713
H -3.578 -1.639 -1.868
H -1.883 -2.141 -2.094
H -3.724 -2.989 0.197
H -3.187 -4.012 -1.141
*
```

Entry 2:
# C22H26CdF3N8OS

C22H26CdF3N8OS as an isolated structure at a distorted geometry (ωB97M-V with the def2-TZVPD basis set, OMol25).

Highest occupied orbital energy (alpha / beta): 1.069 / -2.147 eV
Energy: -2232.68560 hartree
ΔE to the lowest compared entry with this formula, charge and spin: 0.0000 eV
<S²>: 0.7673
HOMO-LUMO gap (alpha / beta): 3.099 / 6.311 eV

```
! wB97M-V def2-TZVPD RIJCOSX def2/J DEFGRID3
* xyz -2 2
Cd -0.927 0.443 -0.481
N 0.847 2.062 -1.093
C 0.776 3.429 -0.621
C 0.048 3.501 0.701
N -1.285 2.938 0.756
C -2.256 3.659 -0.052
C -2.467 3.115 -1.488
N -2.646 1.653 -1.450
C -1.659 2.704 2.152
C -1.017 1.471 2.775
N -1.497 0.284 2.055
H 1.500 1.496 -0.554
H 1.091 1.961 -2.080
H 0.281 4.060 -1.348
H 1.776 3.832 -0.387
H 0.124 4.580 1.022
H 0.676 2.956 1.402
H -1.982 4.733 -0.109
H -3.231 3.603 0.420
H -1.591 3.311 -2.132
H -3.296 3.682 -1.942
H -2.452 1.267 -2.394
H -3.564 1.354 -1.129
H -2.765 2.595 2.164
H -1.406 3.633 2.730
H -1.278 1.421 3.838
H 0.062 1.533 2.695
H -2.446 0.053 2.323
H -0.896 -0.501 2.082
O -1.127 0.052 -2.895
N -0.080 -0.131 -3.654
C 0.813 -1.149 -3.371
C 1.893 -1.392 -4.164
C 2.110 -0.540 -5.283
C 1.191 0.449 -5.567
C 0.096 0.734 -4.709
S -0.952 2.020 -4.977
H 0.575 -1.688 -2.452
H 2.596 -2.140 -3.874
H 2.982 -0.660 -5.870
H 1.347 1.078 -6.426
F 4.999 -6.497 2.955
C 4.090 -5.805 3.724
F 3.264 -6.747 4.276
F 4.875 -5.363 4.784
C 3.363 -4.782 2.993
C 4.074 -3.792 2.255
C 3.418 -2.826 1.581
C 1.996 -2.770 1.534
C 1.281 -3.760 2.311
C 1.942 -4.718 3.018
C 1.294 -1.774 0.787
C 0.629 -0.918 0.194
H 5.183 -3.762 2.259
H 4.020 -2.125 1.011
H 0.186 -3.791 2.285
H 1.378 -5.486 3.541
N -7.041 0.792 1.088
C -6.196 -0.013 1.106
N -5.320 -1.022 1.243
C -4.211 -1.053 0.505
N -3.192 -1.245 -0.061
*
```

Entry 3:
# C3H4N2O

The molecule C3H4N2O at a distorted geometry (ωB97M-V with the def2-TZVPD basis set, OMol25).

Highest occupied orbital energy: -8.898 eV
Energy: -301.33971 hartree
ΔE to the lowest compared entry with this formula, charge and spin: 4.0142 eV
SMILES string: Oc1ccn[nH]1
HOMO-LUMO gap: 9.418 eV

```
! wB97M-V def2-TZVPD RIJCOSX def2/J DEFGRID3
* xyz 0 1
O 1.855 -0.218 -0.709
C 0.618 -0.086 -0.200
C -0.093 -0.741 0.779
C -1.327 -0.014 0.904
N -1.292 1.024 0.004
N -0.154 0.907 -0.699
H 2.303 -0.936 -0.244
H 0.253 -1.603 1.342
H -2.274 0.049 0.186
H 0.111 1.618 -1.362
*
```

Entry 4:
# C9H14N2O

C9H14N2O as an isolated structure at a distorted geometry (ωB97M-V with the def2-TZVPD basis set, OMol25).

Highest occupied orbital energy (alpha / beta): -7.790 / -7.790 eV
Energy: -535.88467 hartree
ΔE to the lowest compared entry with this formula, charge and spin: 5.4171 eV
HOMO-LUMO gap (alpha / beta): 8.609 / 8.610 eV

```
! wB97M-V def2-TZVPD RIJCOSX def2/J DEFGRID3
* xyz 0 1
C -2.873 0.095 -1.898
C -2.771 0.922 -0.797
C -2.261 -1.146 -1.907
C -1.802 0.635 0.203
C -1.322 -1.472 -0.881
C -1.067 -0.528 0.136
C 0.171 -0.050 2.178
C 2.233 -1.518 0.193
C 1.496 1.773 -0.607
N -0.060 -0.789 1.015
N 1.337 -0.459 -0.223
O 2.008 0.635 0.090
H -3.581 0.150 -2.693
H -3.303 1.707 -0.574
H -2.444 -1.638 -2.802
H -1.643 1.315 1.010
H -0.862 -2.479 -0.709
H 0.469 -0.741 2.942
H 1.139 0.552 2.000
H -0.608 0.699 2.578
H 1.504 -2.339 0.372
H 2.818 -1.669 -0.737
H 2.888 -1.170 0.998
H 0.443 1.661 -0.545
H 1.933 1.908 -1.601
H 1.729 2.727 0.025
*
```

Entry 5:
# C5H10NP

The molecule C5H10NP at a distorted geometry (ωB97M-V with the def2-TZVPD basis set, OMol25).

Highest occupied orbital energy: -9.031 eV
Energy: -592.51716 hartree
ΔE to the lowest compared entry with this formula, charge and spin: 1.6958 eV
SMILES string: [H]/N=C(C)/C(C)=P/C
HOMO-LUMO gap: 9.549 eV

```
! wB97M-V def2-TZVPD RIJCOSX def2/J DEFGRID3
* xyz 0 1
H -2.027 2.346 1.496
N -1.837 1.732 0.783
C -0.949 0.926 1.137
C -0.384 0.621 2.470
C -0.026 0.094 -0.144
C -0.428 0.599 -1.464
P 0.942 -1.086 0.347
C 1.800 -1.878 -1.094
H -0.659 -0.293 3.023
H 0.664 0.520 2.329
H -0.549 1.418 3.244
H -1.392 0.920 -1.276
H -0.496 -0.178 -2.351
H 0.130 1.401 -1.849
H 1.233 -2.628 -1.584
H 1.956 -1.137 -1.787
H 2.747 -2.392 -0.897
*
```

Entry 6:
# C4H5Br

The molecule C4H5Br at a distorted geometry (ωB97M-V with the def2-TZVPD basis set, OMol25).

Highest occupied orbital energy: -9.667 eV
Energy: -2729.32281 hartree
ΔE to the lowest compared entry with this formula, charge and spin: 1.3057 eV
SMILES string: C=C1C[C@H]1Br
HOMO-LUMO gap: 10.292 eV

```
! wB97M-V def2-TZVPD RIJCOSX def2/J DEFGRID3
* xyz 0 1
C -0.688 -0.471 -1.283
C 0.102 -0.266 -0.232
C -0.010 0.301 1.138
C 1.194 -0.526 0.661
Br 1.236 -2.303 1.480
H -0.154 -1.053 -1.969
H -1.679 -0.257 -1.333
H 0.379 1.355 1.127
H -0.749 -0.032 1.848
H 2.064 0.181 0.489
*
```